[1]
This record from OMol25 describes a 9-piece molecular cluster, C35H71Br2N13O22S2 overall in a non-equilibrium geometry. The level of theory is the ωB97M-V functional and the def2-TZVPD basis.

Summary:
**Largest force on an atom**: 3.7 eV/A
**E**: -9686.8452 a.u.
**ΔE to the lowest compared entry with this formula, charge and spin**: 0.963 eV
**SMILES string**: CC(=O)N(C)CCCC[C@@H](O[C@@H](CCCCCCCSc1nnco1)OC#N)[C@@H](S)O[C@H](C[C@@H](O)CN)[C@@H](Br)[C@H](C)Br.C[N+](=O)[O-].C[N+](=O)[O-].C[N+](=O)[O-].C[N+](=O)[O-].C[N+](=O)[O-].C[N+](=O)[O-].C[N+](=O)[O-].C[N+](=O)[O-]

```
! wB97M-V def2-TZVPD RIJCOSX def2/J DEFGRID3
* xyz 0 1
C 6.59549 -1.90391 1.67350
C 7.03386 -0.65529 0.94665
O 7.87489 0.06541 1.45212
N 6.45964 -0.38202 -0.33670
C 7.22995 -1.24175 -1.27150
C 6.72472 1.02926 -0.67651
C 6.01770 1.51432 -1.95965
C 4.84665 2.48669 -1.68705
C 3.42292 2.03920 -2.08367
C 3.13840 0.55144 -2.20422
O 3.42241 -0.27222 -1.09148
C 3.18968 0.22361 0.16221
C 1.74273 0.55399 0.47545
C 1.41989 0.67843 1.96799
C 1.90574 2.03664 2.49746
C 0.89184 3.17282 2.21660
C 0.00594 3.46773 3.42352
C -1.02800 2.38265 3.74568
C -0.55621 1.33891 4.75163
S -0.13184 2.04207 6.37665
C 1.61461 1.89531 6.33251
N 2.50078 2.78676 6.34743
N 3.70935 2.10248 6.26700
C 3.44911 0.88590 6.20110
O 2.11308 0.64951 6.24728
O 3.58154 -0.84738 1.10744
C 3.71384 -2.00552 0.57784
N 3.81178 -3.11656 0.18015
C 1.68748 0.37753 -2.73962
S 1.73391 0.61684 -4.56182
O 1.18537 -0.85514 -2.33360
C 0.00421 -1.32127 -2.98218
C -1.16999 -0.35811 -2.96017
C -2.34308 -0.84633 -3.85382
O -1.95142 -1.95230 -4.62614
C -3.67531 -1.13956 -3.05342
N -4.12594 -2.51925 -3.20835
C -0.37523 -2.56751 -2.18388
Br 0.94033 -3.97368 -2.59527
C -0.45785 -2.29260 -0.65436
C 0.40357 -3.18236 0.21698
Br -2.30756 -2.68397 -0.03703
H 7.33430 -2.15343 2.42023
H 5.65222 -1.75938 2.18809
H 6.51689 -2.71071 0.95358
H 6.99337 -1.00224 -2.30060
H 6.93050 -2.26971 -1.09924
H 8.30066 -1.10927 -1.11094
H 7.79934 1.13499 -0.84182
H 6.49643 1.66097 0.17472
H 6.78348 2.08606 -2.47480
H 5.77347 0.68849 -2.61759
H 5.05393 3.42767 -2.18336
H 4.87633 2.72123 -0.62586
H 3.22119 2.45530 -3.06507
H 2.72702 2.55093 -1.42087
H 3.76224 0.17998 -3.00939
H 3.82208 1.06462 0.44358
H 1.44027 1.49501 0.02177
H 1.09181 -0.19507 0.03933
H 1.75473 -0.17100 2.55360
H 0.33473 0.68332 2.03198
H 2.85769 2.29713 2.03886
H 2.06898 2.01896 3.57410
H 1.50043 4.05815 2.04577
H 0.32336 2.99809 1.31044
H 0.61174 3.72670 4.28861
H -0.56075 4.36196 3.17254
H -1.27725 1.86608 2.82091
H -1.94725 2.81803 4.12886
H 0.33870 0.85235 4.37697
H -1.28388 0.54860 4.88654
H 4.18406 0.11641 6.11979
H 1.05899 1.16712 -2.32004
H 1.25617 1.86217 -4.71217
H 0.20528 -1.68741 -3.97846
H -1.57144 -0.23510 -1.95514
H -0.92164 0.64264 -3.29834
H -2.58647 -0.04316 -4.54885
H -2.28417 -1.82818 -5.52086
H -3.61168 -0.83259 -2.01639
H -4.45103 -0.52697 -3.50752
H -5.08632 -2.56353 -3.49975
H -3.99333 -3.06543 -2.37130
H -1.31470 -2.98165 -2.51154
H -0.29392 -1.25915 -0.39733
H 0.16873 -2.90093 1.24317
H 1.46004 -2.98606 0.06661
H 0.12901 -4.22218 0.12579
C -4.59206 0.14170 -8.31272
N -3.22555 -0.22862 -7.85417
O -3.13597 -1.07246 -6.98221
O -2.29788 0.33465 -8.37939
H -5.31301 -0.44275 -7.75382
H -4.71950 1.20361 -8.12690
H -4.64829 -0.07752 -9.37435
C 0.54005 7.35111 0.26760
N 0.35605 5.89827 0.00501
O 0.91448 5.41421 -0.96230
O -0.33351 5.27773 0.77642
H 1.18189 7.76198 -0.50241
H -0.44285 7.81165 0.24615
H 0.99431 7.44855 1.24914
C 1.34450 4.91858 -3.98676
N 2.52704 4.63235 -4.84595
O 3.59715 4.47423 -4.29598
O 2.33671 4.57448 -6.04062
H 1.66125 4.93851 -2.95404
H 0.94563 5.88164 -4.29054
H 0.61938 4.12703 -4.15584
C -4.63640 0.13714 2.03317
N -5.02373 0.64057 0.68703
O -6.18890 0.92771 0.50647
O -4.14344 0.72016 -0.14047
H -5.52124 0.11158 2.66756
H -4.22154 -0.85877 1.89552
H -3.88858 0.81637 2.43241
C -9.41719 1.32191 0.93243
N -10.73264 1.94455 1.24586
O -10.88465 3.11534 0.96778
O -11.56739 1.23311 1.76147
H -8.77832 2.06947 0.47934
H -8.99381 0.96241 1.86597
H -9.60062 0.49990 0.24760
C 2.61688 -7.15946 1.13688
N 1.30895 -6.47099 1.29614
O 1.22109 -5.62763 2.16385
O 0.41776 -6.80410 0.53947
H 3.30522 -6.76083 1.87199
H 2.44742 -8.22086 1.29222
H 2.96553 -6.96237 0.12744
C -7.12659 -2.33196 5.06242
N -7.25702 -1.01332 4.38514
O -8.30279 -0.75692 3.83531
O -6.29048 -0.27453 4.42635
H -8.05682 -2.87308 4.93999
H -6.30114 -2.86001 4.59337
H -6.91939 -2.13947 6.11058
C -1.51442 -6.80546 2.96206
N -2.82323 -6.11319 3.11682
O -2.91946 -5.26777 3.98329
O -3.71139 -6.44188 2.36181
H -0.82597 -6.41153 3.69924
H -1.68754 -7.86616 3.12211
H -1.15131 -6.60940 1.95983
*
```

---

[2]
This record from OMol25 describes an isolated molecule of C5H10 in a non-equilibrium geometry. The level of theory is the ωB97M-V functional and the def2-TZVPD basis.

Summary:
**Largest force on an atom**: 4.5 eV/A
**E**: -196.4230 a.u.
**ΔE to the lowest compared entry with this formula, charge and spin**: 2.325 eV
**SMILES string**: C=C(C)CC

```
! wB97M-V def2-TZVPD RIJCOSX def2/J DEFGRID3
* xyz 0 1
C 0.27313 1.10502 -1.47972
C 0.87301 0.09504 -0.50532
C -0.11453 -0.14715 0.54729
C -1.03088 0.71102 1.12186
C -0.11802 -1.56770 1.01275
H -0.00863 0.83940 -2.48292
H -0.62759 1.50323 -1.01004
H 1.01552 1.80873 -1.74536
H 1.01372 -0.89479 -1.18363
H 1.92588 0.30606 -0.28693
H -1.76265 0.41706 1.86866
H -1.13311 1.75228 0.88441
H -1.04200 -1.94863 0.94904
H 0.37990 -2.43011 0.36150
H 0.35623 -1.54946 1.94841
*
```

---

[3]
This record from OMol25 describes C35H37IIrP2 as an isolated structure in a non-equilibrium geometry. The level of theory is the ωB97M-V functional and the def2-TZVPD basis.

Summary:
**Largest force on an atom**: 4.8 eV/A
**E**: -2439.7776 a.u.
**ΔE to the lowest compared entry with this formula, charge and spin**: 0.000 eV

```
! wB97M-V def2-TZVPD RIJCOSX def2/J DEFGRID3
* xyz 2 6
Ir 0.12015 -1.37902 -1.87347
C -0.28391 -1.75816 -3.74513
C -0.82944 -0.44748 -3.43300
C -2.27975 -0.14021 -3.11809
C -2.89386 -1.12799 -2.11899
C -1.79777 -1.59163 -1.17697
C -1.05304 -2.84523 -1.30988
C -1.32982 -3.77378 -2.45990
C -1.04537 -3.07212 -3.82145
C 2.06502 1.09154 1.45168
H 0.70367 -1.71457 -4.21352
H -0.26901 0.37966 -3.89453
H -2.90912 0.10721 -3.98806
H -2.21105 0.78855 -2.54215
H -3.72785 -0.64786 -1.57117
H -3.41360 -1.97091 -2.57559
H -2.01217 -1.30481 -0.14835
H -0.83701 -3.26149 -0.31862
H -2.34374 -4.19526 -2.39063
H -0.63394 -4.61158 -2.37638
H -0.45436 -3.78293 -4.42424
H -1.97046 -2.91996 -4.38354
H 2.79807 0.29072 1.38937
H 1.24400 0.69029 2.09845
H 2.51053 2.02810 1.85498
P 1.38067 1.46239 -0.13737
P -0.89167 0.25079 2.32460
C -0.35192 1.26437 -0.29402
C -1.17334 1.06808 0.78343
C 1.90824 3.05934 -0.66505
C 1.24502 3.76232 -1.67721
C 1.81487 4.97592 -2.06411
C 3.01727 5.44351 -1.53466
C 3.68743 4.64958 -0.61160
C 3.17188 3.43169 -0.20774
C 2.14310 0.46681 -1.41298
C 1.99681 -1.00642 -1.28701
C 2.95193 -1.75861 -2.16603
C 3.64502 -1.09277 -3.15543
C 3.53620 0.29262 -3.38754
C 2.79084 1.04419 -2.48962
C -1.51953 1.09981 3.74275
C -1.23277 2.48641 3.80634
C -1.64512 3.24190 4.90297
C -2.34162 2.61752 5.95545
C -2.59535 1.23986 5.90932
C -2.19839 0.48207 4.80941
C -1.34123 -1.48371 2.42830
C -0.20743 -2.31094 2.52219
C -0.33606 -3.65707 2.81100
C -1.58814 -4.24798 2.94394
C -2.72213 -3.46566 2.73970
C -2.61685 -2.09258 2.48469
H -0.75261 1.94739 -1.05866
H -2.15676 1.52911 0.70052
H 0.34776 3.36041 -2.15574
H 1.30739 5.57082 -2.80445
H 3.44441 6.39692 -1.85649
H 4.63002 4.97327 -0.20270
H 3.74498 2.77605 0.44645
H 1.90416 -1.34563 -0.25495
H 3.09217 -2.82702 -1.95908
H 4.35011 -1.65166 -3.78198
H 4.05446 0.76693 -4.23370
H 2.76284 2.11275 -2.64426
H -0.65533 2.94910 3.00089
H -1.42535 4.31859 4.93631
H -2.70556 3.22533 6.78993
H -3.12127 0.77024 6.74124
H -2.38001 -0.58498 4.76926
H 0.78670 -1.87533 2.38921
H 0.58796 -4.21374 2.94683
H -1.66776 -5.28969 3.23979
H -3.70859 -3.92193 2.82761
H -3.50998 -1.48266 2.32175
I 3.39636 -3.55880 1.85766
*
```

---

Q: Which formula does entry 1 have?
A: C35H71Br2N13O22S2